--- i ---
The following is a DFT calculation (ωB97M-V/def2-TZVPD) of a gas-phase ion, C3H8N5 (charge +1).

Atoms and positions in Å:
C  -0.70210  -1.53564  2.70162
N  -0.80920  -1.53319  1.45869
C  -0.92261  -1.20121  0.24427
C  0.33507  -1.07670  -0.57557
N  0.32994  0.19318  -1.22368
N  0.61041  1.06108  -0.15678
N  0.78487  2.23671  -0.33163
N  0.69570  2.77060  -1.51916
H  -0.36671  -0.72809  3.38879
H  -0.86883  -2.55733  3.24933
H  -1.85129  -0.95255  -0.00774
H  1.21667  -1.17239  0.16413
H  0.50068  -1.84952  -1.39675
H  -0.26937  0.20727  -2.03224
H  1.15008  3.61694  -1.62924
H  0.16669  2.52085  -2.33405

As for the SMILES: C=[N+]=CCN/N=N\N. As for the net charge: +1. As for the HOMO-LUMO gap: 0.28666 hartree. For the LUMO energy, the calculation gives -0.17674 Ha.


--- ii ---
The following is a DFT calculation (ωB97M-V/def2-TZVPD) of 2 unconnected molecules or ions with the total composition C3H8N5.

Atoms and positions in Å:
C  0.15588  1.02807  1.43338
C  -1.08919  0.43283  -0.71119
C  1.29599  0.97324  1.07964
N  2.34569  0.76069  0.15137
N  -2.34776  0.05705  -0.28891
N  2.65199  -0.26887  -0.50907
N  1.93984  -1.35586  -0.40643
N  -2.59875  -1.15723  0.11199
H  -0.56710  -0.45181  -0.93944
H  -0.91561  1.41548  -1.14104
H  3.02349  1.52418  -0.07174
H  -2.95606  0.89390  -0.23460
H  2.31076  -2.07859  -1.07900
H  1.04726  -1.38287  0.24465
H  -0.68353  0.97731  2.23732
H  -3.61293  -1.36750  0.12307

As for the net charge: +1. As for the HOMO-LUMO gap (alpha / beta): 0.22541 / 0.23031 hartree. For the LUMO energy (alpha / beta), the calculation gives -0.18865 / -0.18821 Ha.


i has the most favorable energy; the next structure is 247.7 kJ/mol above.


--- i ---
The following is a DFT calculation (ωB97M-V/def2-TZVPD) of 2 unconnected molecules or ions with the total composition C4H7FO.

Atoms and positions in Å:
C  -0.02729  -2.01765  -1.20584
C  0.05993  -0.46936  -1.16319
F  1.20148  0.06455  -0.66684
C  -1.00777  0.12435  -1.57318
O  -2.02735  0.25788  -2.13792
H  0.72183  -2.52474  -0.49624
H  0.28209  -2.28835  -2.28711
H  -0.99089  -2.26032  -0.83997
C  0.32823  1.77469  2.09811
H  0.76657  1.12227  1.37094
H  0.89301  2.69802  1.94569
H  -0.65892  1.98104  1.79161
H  0.45907  1.53762  3.16393

As for the SMILES: CC(F)=C=O.C. As for the HOMO-LUMO gap: 0.32665 hartree. For the LUMO energy, the calculation gives -0.00234 Ha.


--- ii ---
The following is a DFT calculation (ωB97M-V/def2-TZVPD) of a single C4H7FO molecule.

Atoms and positions in Å:
C  0.19852  1.68282  -0.64344
C  -0.24275  0.23109  -0.56814
F  -0.22654  -0.57775  -1.68934
C  0.53228  -0.60624  0.50232
C  -0.39269  -1.82844  0.87619
O  -1.58830  -1.73752  0.89843
H  -0.37137  2.25945  -1.33961
H  0.00121  2.25787  0.31423
H  1.30065  1.74033  -0.85959
H  -1.31415  0.21278  -0.20896
H  0.55571  0.03931  1.39817
H  1.40758  -0.94820  0.02158
H  0.13983  -2.72549  1.29817

As for the SMILES: C[C@@H](F)CC=O. As for the HOMO-LUMO gap: 0.40096 hartree. For the LUMO energy, the calculation gives 0.03452 Ha.


--- iii ---
The following is a DFT calculation (ωB97M-V/def2-TZVPD) of a single C4H7FO molecule.

Atoms and positions in Å:
C  1.65825  1.03767  -0.00360
C  0.77128  -0.13087  0.35162
F  1.27879  -1.28436  -0.11943
C  -0.57197  0.02108  -0.38644
C  -1.83162  -0.49719  0.11488
O  -1.61726  0.87286  0.05562
H  1.13908  1.96678  0.39140
H  1.73148  1.12335  -1.07283
H  2.71359  0.96419  0.31809
H  0.64901  -0.18158  1.46806
H  -0.50974  0.06860  -1.46245
H  -1.95605  -1.01371  1.13065
H  -2.49404  -0.93540  -0.60180

As for the SMILES: C[C@H](F)[C@H]1CO1. As for the HOMO-LUMO gap: 0.43030 hartree. For the LUMO energy, the calculation gives 0.04274 Ha.


--- iv ---
The following is a DFT calculation (ωB97M-V/def2-TZVPD) of a single C4H7FO molecule.

Atoms and positions in Å:
F  0.49620  1.21058  -1.24423
C  0.90025  0.29869  -0.33039
C  0.20425  0.76842  1.08146
C  -1.11588  -0.07077  0.92474
O  -0.80498  -1.22269  0.24412
C  0.31134  -1.13275  -0.61393
H  1.97922  0.30688  -0.30686
H  -0.10271  1.82289  1.03061
H  0.78337  0.39706  1.88125
H  -1.84667  0.52765  0.41309
H  -1.57328  -0.27498  1.94842
H  0.94926  -1.97602  -0.43305
H  -0.01494  -1.09869  -1.65965

As for the SMILES: F[C@H]1CCOC1. As for the HOMO-LUMO gap: 0.39896 hartree. For the LUMO energy, the calculation gives 0.03796 Ha.


ii has the most favorable energy; the next structure is 11.4 kJ/mol above.


--- i ---
The following is a DFT calculation (ωB97M-V/def2-TZVPD) of a single CH3NO4S molecule.

Atoms and positions in Å:
O  0.76409  2.40344  -0.13764
C  1.00507  1.27043  -0.43296
S  -0.48913  0.13874  -0.47940
O  -0.37064  -0.95725  -1.37952
O  -1.69313  0.93804  -0.50182
N  -0.39885  -0.41802  1.10536
O  0.32629  -1.63737  0.96114
H  1.84527  0.66808  -0.66556
H  -1.29654  -0.47039  1.43643
H  0.30759  -1.93570  0.09397

As for the SMILES: O=CS(=O)(=O)NO. As for the HOMO-LUMO gap: 0.37048 hartree. For the LUMO energy, the calculation gives -0.02924 Ha.


--- ii ---
The following is a DFT calculation (ωB97M-V/def2-TZVPD) of 2 unconnected molecules or ions with the total composition CH3NO4S.

Atoms and positions in Å:
C  -2.17120  -0.00346  0.00505
N  0.08127  -0.27940  0.30253
O  1.04592  -0.99241  0.34366
O  2.58079  1.58980  0.02783
O  3.67056  -0.36486  -0.93884
O  -1.08446  -0.91134  0.02023
S  3.21279  0.31556  0.24116
H  -1.81054  1.00870  0.20328
H  -2.88316  -0.30621  0.77311
H  -2.64198  -0.05638  -0.97802

As for the HOMO-LUMO gap: 0.38651 hartree. For the LUMO energy, the calculation gives -0.01299 Ha.


ii has the most favorable energy; the next structure is 48.5 kJ/mol above.


--- i ---
The following is a DFT calculation (ωB97M-V/def2-TZVPD) of 3 unconnected molecules or ions with the total composition C4H16NO2.

Atoms and positions in Å:
C  -0.89801  -0.13054  -0.54567
C  -1.41997  -0.10857  0.97960
C  -2.75450  0.66906  0.99714
C  -1.60791  -1.53180  1.57013
N  0.39516  -0.91520  -0.44569
H  -1.66888  -0.62086  -1.17057
H  -0.77256  0.89152  -0.84735
H  -0.53592  0.37272  1.41021
H  -2.69021  1.71250  1.33998
H  -3.26259  0.76345  0.00172
H  -3.47061  0.29062  1.70609
H  -2.42292  -2.07011  1.13242
H  -1.65239  -1.37111  2.64687
H  -0.60366  -1.97273  1.57560
H  0.70229  -0.96336  0.53194
H  0.34945  -1.79729  -0.96704
H  1.12964  -0.42939  -0.99113
H  3.25196  -0.81307  -2.32118
H  3.34330  0.60948  -1.65204
O  2.88164  -0.25660  -1.63226
H  4.56308  2.62014  -0.67752
H  3.30305  2.87805  -1.51102
O  3.84056  2.17307  -1.13023

As for the net charge: +1. As for the HOMO-LUMO gap: 0.44668 hartree. For the LUMO energy, the calculation gives -0.10888 Ha.


--- ii ---
The following is a DFT calculation (ωB97M-V/def2-TZVPD) of 3 unconnected molecules or ions with the total composition C4H16NO2.

Atoms and positions in Å:
C  0.65552  0.44958  0.18714
C  1.93871  -0.36518  0.24210
C  2.98844  0.20518  -0.74255
C  2.45948  -0.39407  1.69116
N  -0.60916  -0.42108  0.15034
H  0.52141  0.97365  1.12761
H  0.59731  1.11848  -0.67379
H  1.78103  -1.42042  -0.03282
H  3.19425  1.20385  -0.33381
H  3.89351  -0.38875  -0.68768
H  2.64697  0.31479  -1.77071
H  2.33429  0.59076  2.15042
H  3.54394  -0.50324  1.72221
H  1.93741  -0.97341  2.46582
H  -0.60391  -0.63798  1.14682
H  -1.45348  0.01278  -0.23184
H  -0.63137  -1.31524  -0.33965
H  -3.85665  -1.06141  0.89336
H  -4.36493  0.00390  -0.06891
O  -3.62838  -0.57475  0.07711
H  -4.36197  0.24921  -2.49284
H  -4.27256  1.86890  -2.38497
O  -4.70987  1.06449  -2.09452

As for the net charge: +1. As for the HOMO-LUMO gap: 0.41337 hartree. For the LUMO energy, the calculation gives -0.12468 Ha.


--- iii ---
The following is a DFT calculation (ωB97M-V/def2-TZVPD) of 3 unconnected molecules or ions with the total composition C4H16NO2.

Atoms and positions in Å:
C  1.70691  -1.31323  -0.04632
C  1.21215  -0.29356  1.02896
N  -0.02874  0.46423  0.52935
C  -1.43460  0.00997  0.64111
C  -1.73459  -1.26758  1.46456
H  2.83036  -1.43032  0.19721
H  1.45356  -1.09717  -1.12504
H  1.15108  -2.34286  0.15764
H  1.01133  -0.63656  2.02061
H  1.90338  0.54158  1.17619
H  0.04632  0.44670  -0.52984
H  -0.06706  1.40800  0.74604
H  -1.88843  0.09935  -0.34915
H  -1.84376  0.92761  1.12031
H  -1.57481  -1.09307  2.64999
H  -2.79008  -1.41653  1.26809
H  -1.22765  -2.23205  1.10705
H  -1.05238  -0.66614  -3.51887
H  0.35196  -0.16817  -3.44104
O  -0.40967  -0.31858  -2.88495
H  0.45394  3.66619  -1.41241
H  1.38524  3.55302  -0.25887
O  0.54553  3.15917  -0.54061

As for the net charge: +1. As for the HOMO-LUMO gap: 0.46321 hartree. For the LUMO energy, the calculation gives -0.10345 Ha.


i has the most favorable energy; the next structure is 33.0 kJ/mol above.